ORCA calculation (the ωB97M-V functional and the def2-TZVPD basis) on the molecule C17H26N2O3S at a distorted geometry.

Values from the calculation:
Energy relative to the best compared isomer or geometry (same formula, charge and spin) ... 15.8 kcal/mol
SMILES string ... CCS(=O)(=O)N1CCC[C@H](C(=O)NCCc2ccc(C)cc2)C1
Largest force on an atom ... 0.0202 hartree/bohr
Energy ... -1396.835489 hartree
LUMO level ... 0.023 hartree
Net charge ... 0

Atoms and positions in Å:
C  -1.36374  1.66500  5.88182
C  -0.15799  1.91149  5.00184
S  0.27384  0.35553  4.17023
O  0.64520  -0.60477  5.16968
O  -0.79516  0.00996  3.27240
N  1.60916  0.84764  3.26987
C  2.90002  0.42948  3.78461
C  3.23183  -1.02010  3.42697
C  3.07845  -1.25769  1.92622
C  1.67535  -0.84166  1.48969
C  1.44250  -1.01509  -0.00544
O  2.33036  -0.99662  -0.83161
N  0.13615  -1.16922  -0.31370
C  -0.35062  -1.19172  -1.67211
C  -1.01623  0.13749  -2.06088
C  -1.50559  0.07827  -3.47897
C  -2.81908  -0.26277  -3.76856
C  -3.25482  -0.35004  -5.07866
C  -2.38834  -0.10332  -6.13448
C  -2.85944  -0.17498  -7.55540
C  -1.07182  0.23393  -5.84252
C  -0.63578  0.32199  -4.53458
C  1.47276  0.63827  1.84558
H  -1.12894  0.89113  6.60862
H  -2.19428  1.31994  5.27083
H  -1.65951  2.57061  6.40734
H  0.71939  2.20573  5.56915
H  -0.35467  2.62797  4.21067
H  2.86785  0.55160  4.86761
H  3.65114  1.10918  3.36919
H  4.25016  -1.24589  3.74647
H  2.54565  -1.66966  3.97332
H  3.24305  -2.31054  1.69201
H  3.81151  -0.67382  1.36572
H  0.93120  -1.41963  2.04739
H  -0.54704  -1.09375  0.42514
H  0.51311  -1.37629  -2.31442
H  -1.06518  -2.01205  -1.78942
H  -0.28214  0.93793  -1.94838
H  -1.84950  0.33229  -1.38165
H  -3.51095  -0.45880  -2.96137
H  -4.28286  -0.61442  -5.28290
H  -2.09639  -0.61632  -8.19320
H  -3.06940  0.82749  -7.93010
H  -3.76990  -0.76406  -7.63475
H  -0.38200  0.42884  -6.65144
H  0.39155  0.58389  -4.32635
H  0.47365  0.97371  1.56603
H  2.21748  1.25386  1.33246

These are the natural (NBO) partial charges, in e, on atoms 1 to 8: C -0.63; C -0.63; S 2.30; O -0.95; O -0.96; N -0.68; C -0.22; C -0.42



ORCA calculation (the ωB97M-V functional and the def2-TZVPD basis) on the molecule C17H26N2O4S at a distorted geometry.

Values from the calculation:
Energy relative to the best compared isomer or geometry (same formula, charge and spin) ... 2.8 kcal/mol
SMILES string ... CCOC(=O)[C@@]1(Cc2ccccc2)CCCN(S(=O)(=O)N(C)C)C1
Largest force on an atom ... 0.0195 hartree/bohr
Energy ... -1472.059022 hartree
LUMO level ... 0.026 hartree
Net charge ... 0

Atoms and positions in Å:
C  -1.93036  -2.65991  1.03659
C  -0.60536  -2.31325  0.37693
O  -0.39094  -0.90512  0.47059
C  -0.03832  -0.24627  -0.62918
O  0.16484  -0.76806  -1.69563
C  -0.00535  1.26375  -0.43013
C  -1.19451  1.81030  -1.26410
C  -2.49789  1.15918  -0.89208
C  -3.28659  1.66846  0.13244
C  -4.46793  1.04421  0.49315
C  -4.88146  -0.09758  -0.17074
C  -4.11122  -0.60446  -1.20418
C  -2.92999  0.02094  -1.56303
C  -0.12253  1.68785  1.03701
C  1.13784  1.33876  1.82566
C  2.34851  1.98935  1.16074
N  2.46294  1.59128  -0.22038
S  3.51964  0.39827  -0.63226
O  3.60490  0.39966  -2.05605
O  4.70359  0.62999  0.13920
N  2.81542  -1.06523  -0.12746
C  3.36678  -1.54582  1.12107
C  2.81997  -2.07573  -1.16550
C  1.29965  1.82341  -1.03252
H  -2.74531  -2.14623  0.53224
H  -1.92085  -2.35414  2.07951
H  -2.09606  -3.73207  0.98221
H  0.22525  -2.80929  0.88940
H  -0.59819  -2.59900  -0.67961
H  -0.98041  1.61805  -2.31686
H  -1.25750  2.88980  -1.11248
H  -2.98000  2.56787  0.64663
H  -5.06913  1.45245  1.29238
H  -5.80278  -0.58613  0.11030
H  -4.43404  -1.48792  -1.73613
H  -2.33431  -0.37795  -2.37080
H  -0.26951  2.77088  1.06850
H  -0.99086  1.20932  1.49062
H  1.04477  1.69713  2.85232
H  1.26420  0.25722  1.84500
H  2.24813  3.08144  1.19299
H  3.28567  1.71428  1.64374
H  4.37057  -1.96447  0.98911
H  3.43382  -0.71666  1.81860
H  2.70769  -2.31405  1.52838
H  2.21791  -2.92198  -0.83536
H  3.83445  -2.41879  -1.39552
H  2.37656  -1.64400  -2.05721
H  1.18930  2.90661  -1.16718
H  1.49900  1.36369  -2.00089

These are the natural (NBO) partial charges, in e, on atoms 1 to 8: C -0.63; C -0.08; O -0.53; C 0.86; O -0.64; C -0.17; C -0.42; C 0.07



ORCA calculation (the ωB97M-V functional and the def2-TZVPD basis) on the molecule C17H26N2O5S at a distorted geometry.

Values from the calculation:
Energy relative to the best compared isomer or geometry (same formula, charge and spin) ... 64.2 kcal/mol
SMILES string ... O=S(=O)(c1ccc(OC[C@H](O)CN2CCCC2)cc1)N1CCOCC1
Largest force on an atom ... 0.0207 hartree/bohr
Energy ... -1547.235702 hartree
LUMO level ... 0.018 hartree
Net charge ... 0

Atoms and positions in Å:
O  3.30264  2.50801  -2.78760
S  2.02493  2.00258  -3.19179
O  1.20047  2.77454  -4.07281
C  1.07493  1.63676  -1.71637
C  -0.30325  1.63061  -1.77740
C  -1.04782  1.29536  -0.65869
C  -0.39728  0.96315  0.52848
O  -1.01792  0.60025  1.67457
C  -2.43262  0.50830  1.69985
C  -2.82177  -0.02550  3.08711
O  -2.49623  0.92248  4.07211
C  -2.17265  -1.39840  3.34306
N  -3.02498  -2.22488  4.17821
C  -3.09018  -1.78031  5.56365
C  -1.88133  -2.40823  6.29174
C  -1.51267  -3.62322  5.42561
C  -2.56047  -3.59831  4.29299
C  1.00116  0.99824  0.58261
C  1.73230  1.33575  -0.53593
N  2.31221  0.55833  -3.96179
C  3.28098  -0.35099  -3.39792
C  2.59627  -1.44430  -2.56982
O  1.59675  -2.09976  -3.32144
C  0.60728  -1.19637  -3.76567
C  1.21880  -0.09564  -4.63984
H  -0.78521  1.90371  -2.70288
H  -2.12402  1.30097  -0.71951
H  -2.79360  -0.17338  0.92144
H  -2.87805  1.50043  1.55293
H  -3.90931  -0.13859  3.13073
H  -1.55226  1.11170  3.99627
H  -1.16866  -1.23827  3.76816
H  -2.05543  -1.91401  2.38712
H  -4.02150  -2.16835  5.98480
H  -3.10734  -0.69476  5.62085
H  -1.05517  -1.69930  6.34511
H  -2.14293  -2.69299  7.30875
H  -0.50739  -3.52313  5.01564
H  -1.55686  -4.55691  5.98258
H  -3.42348  -4.20945  4.57168
H  -2.17082  -3.96353  3.34336
H  1.48563  0.75652  1.51521
H  2.80930  1.38443  -0.51010
H  3.96760  0.24023  -2.79363
H  3.83298  -0.81517  -4.22316
H  3.31191  -2.21728  -2.28514
H  2.15025  -1.00762  -1.66262
H  -0.10656  -1.79137  -4.33767
H  0.09767  -0.74914  -2.89776
H  0.48736  0.67115  -4.89112
H  1.60737  -0.54147  -5.56254

These are the natural (NBO) partial charges, in e, on atoms 1 to 8: O -0.94; S 2.34; O -0.94; C -0.38; C -0.18; C -0.27; C 0.33; O -0.51